The following is a quantum chemistry calculation of C45H93Br3N8O8 as an isolated structure in a non-equilibrium geometry, from OMol25.

Last column: Löwdin spin population.
Geometry (Å):
1 C 22.41657 5.88832 29.11020  0.25
2 Br 22.30321 4.00196 29.65131  0.19
3 Br 20.61259 6.64860 28.98923  0.23
4 Br 23.24660 5.98727 27.35752  0.21
5 H 22.99918 6.35344 29.90539  0.01
6 C 31.09241 8.35453 25.07146  0.00
7 C 30.05869 7.33252 25.73179  0.02
8 C 30.43556 7.42359 27.22452  0.00
9 C 29.41604 6.78782 28.22940  0.00
10 C 27.97598 7.27579 27.89990  0.00
11 C 27.51377 7.28875 26.41591  0.02
12 N 28.64372 7.80912 25.59745  0.35
13 O 28.27599 8.15279 24.23730  0.56
14 C 27.05367 5.89512 25.95914  0.02
15 C 26.21784 8.20195 26.42278  0.01
16 C 30.28427 5.85810 25.24046  0.02
17 H 31.03889 9.40758 25.34773  0.00
18 H 30.93104 8.34840 23.99350  0.00
19 H 32.10124 7.99773 25.27900  0.00
20 H 31.36842 6.92257 27.48308  0.00
21 H 30.57272 8.46957 27.49876  0.00
22 H 29.78335 7.08643 29.21125  0.00
23 H 29.43070 5.70791 28.08210  0.00
24 H 27.78151 8.16145 28.50479  0.00
25 H 27.41922 6.48921 28.40923  0.00
26 H 26.39864 5.86632 25.08840  0.00
27 H 27.88233 5.19356 25.86312  0.00
28 H 26.48294 5.45488 26.77679  0.00
29 H 26.36741 9.21437 26.79794  0.00
30 H 25.90130 8.36050 25.39187  0.00
31 H 25.44123 7.71803 27.01507  0.00
32 H 29.92868 5.07107 25.90548  0.00
33 H 31.35484 5.65641 25.20415  0.00
34 H 29.79483 5.74294 24.27335  0.00
35 C 14.71174 3.30110 33.19797  0.00
36 C 15.94842 3.60628 32.28241  0.02
37 C 15.52789 4.89605 31.48057  0.00
38 C 16.56113 5.76543 30.80076  0.00
39 C 17.79833 5.89190 31.64868  0.00
40 C 18.28953 4.70089 32.51418  0.02
41 N 17.17260 3.93588 33.15884  0.33
42 O 17.60270 2.83119 33.99224  0.59
43 C 19.23646 3.89186 31.56845  0.02
44 C 19.16923 5.31183 33.58525  0.00
45 C 16.10191 2.42032 31.26178  0.01
46 H 14.39032 4.16076 33.78599  0.00
47 H 14.91637 2.49411 33.90151  0.00
48 H 13.86830 2.89760 32.63770  0.00
49 H 14.81250 4.66168 30.69230  0.00
50 H 14.86712 5.57064 32.02501  0.00
51 H 16.11065 6.68482 30.42674  0.00
52 H 16.86492 5.23775 29.89668  0.00
53 H 17.65852 6.80486 32.22753  0.00
54 H 18.62286 6.25644 31.03601  0.00
55 H 20.22185 4.28837 31.32372  0.00
56 H 19.37927 2.89401 31.98321  0.00
57 H 18.75256 3.71955 30.60708  0.00
58 H 19.25492 4.67350 34.46462  0.00
59 H 20.16379 5.59923 33.24414  0.00
60 H 18.70605 6.22417 33.96102  0.00
61 H 15.25766 2.32548 30.57888  0.00
62 H 16.26935 1.46132 31.75206  0.00
63 H 16.92509 2.67108 30.59276  0.00
64 C 18.54664 -0.87725 23.86402  0.01
65 C 19.72954 -0.05093 24.43984  0.02
66 C 19.92399 0.99395 23.30348  0.00
67 C 20.83063 2.15917 23.80929  0.00
68 C 20.15037 2.84727 24.92722  0.00
69 C 19.91205 1.87368 26.18935  0.02
70 N 19.35721 0.61896 25.65857  0.32
71 O 19.21916 -0.36010 26.71257  0.59
72 C 21.24618 1.74056 26.96890  0.02
73 C 18.78731 2.60427 27.04201  0.01
74 C 20.99174 -1.02513 24.43747  0.02
75 H 18.42999 -1.66956 24.60344  0.00
76 H 18.80302 -1.26713 22.87895  0.00
77 H 17.60329 -0.34366 23.74795  0.00
78 H 20.50480 0.51852 22.51310  0.00
79 H 19.02421 1.45543 22.89662  0.00
80 H 21.02851 2.79178 22.94398  0.00
81 H 21.79089 1.70563 24.05487  0.00
82 H 19.21434 3.32075 24.63095  0.00
83 H 20.85611 3.64190 25.16928  0.00
84 H 21.16969 0.99402 27.75943  0.00
85 H 22.08059 1.41047 26.35012  0.00
86 H 21.60189 2.66985 27.41388  0.00
87 H 17.92602 2.80710 26.40553  0.00
88 H 18.63353 1.93744 27.89043  0.00
89 H 19.22663 3.53367 27.40441  0.00
90 H 20.98959 -1.57266 25.37997  0.00
91 H 21.93241 -0.50382 24.61495  0.00
92 H 21.05989 -1.63252 23.53495  0.00
93 C 23.65454 9.22709 36.33506  0.01
94 C 23.10107 10.16879 35.24004  0.02
95 C 24.21793 10.57552 34.31964  0.00
96 C 24.80684 9.53919 33.30257  0.00
97 C 23.59084 9.04073 32.46893  0.00
98 C 22.28614 8.63279 33.21963  0.02
99 N 22.00831 9.61048 34.32050  0.35
100 O 20.71906 9.44177 34.94806  0.57
101 C 21.18226 8.74300 32.13349  0.01
102 C 22.40146 7.19440 33.65547  0.02
103 C 22.62160 11.52020 35.97153  0.00
104 H 24.14450 8.32717 35.96330  0.00
105 H 22.82896 8.83846 36.93128  0.00
106 H 24.31819 9.71871 37.04637  0.00
107 H 23.85782 11.41736 33.72826  0.00
108 H 25.06283 10.93111 34.90939  0.00
109 H 25.15385 8.64965 33.82830  0.00
110 H 25.59394 9.99630 32.70288  0.00
111 H 24.03309 8.19426 31.94357  0.00
112 H 23.32825 9.87244 31.81515  0.00
113 H 21.47499 8.41519 31.13602  0.00
114 H 20.20770 8.27565 32.27460  0.00
115 H 20.89904 9.79320 32.06316  0.00
116 H 21.58150 6.91005 34.31494  0.00
117 H 22.55219 6.57538 32.77104  0.00
118 H 23.30366 7.10346 34.26033  0.00
119 H 23.42310 12.13950 36.37424  0.00
120 H 21.74553 11.37092 36.60266  0.00
121 H 22.26423 12.29747 35.29608  0.00
122 O 19.85222 8.20083 25.35110  0.00
123 C 20.11602 9.18695 26.02875  0.00
124 N 21.13355 9.19935 26.93043  0.00
125 C 19.26408 10.42567 25.80500  0.00
126 H 21.68178 8.35794 27.03809  0.00
127 H 21.17118 9.95053 27.60454  0.00
128 H 19.48548 11.21752 26.52059  0.00
129 H 18.28316 10.03010 26.06846  0.00
130 H 19.33956 10.84945 24.80359  0.00
131 O 25.12297 2.74096 27.34215  0.00
132 C 25.66595 2.94212 28.41496  0.00
133 N 25.37139 4.04371 29.07979  0.01
134 C 26.81384 2.08411 28.90110  0.00
135 H 25.78761 4.34513 29.94929  0.00
136 H 24.80074 4.76057 28.65485  0.01
137 H 26.47623 1.35814 29.64074  0.00
138 H 27.55892 2.72041 29.37866  0.00
139 H 27.29455 1.41283 28.18949  0.00
140 O 25.40258 6.29359 31.22912  0.01
141 C 26.34095 6.34790 32.01873  0.00
142 N 26.70124 5.33142 32.73271  0.00
143 C 27.31828 7.50860 31.91033  0.00
144 H 26.10473 4.51659 32.75064  0.00
145 H 27.45445 5.39402 33.40267  0.00
146 H 27.32735 8.01605 32.87496  0.00
147 H 26.87724 8.16189 31.15748  0.00
148 H 28.35727 7.31629 31.64274  0.00
149 O 20.43733 10.63155 29.45408  0.00
150 C 19.28047 10.58219 29.79362  0.00
151 N 18.65611 11.72723 30.06741  0.00
152 C 18.41329 9.35819 29.94811  0.01
153 H 19.17834 12.55547 29.81963  0.00
154 H 17.72055 11.77290 30.44518  0.00
155 H 18.85906 8.52847 29.39952  0.02
156 H 17.44612 9.60617 29.51087  0.00
157 H 18.54347 9.12446 31.00477  0.00

Its charge is -1. Its energy is -10532.0791 Ha. As for the HOMO energy (alpha / beta): -1.33 / -5.97 eV. The value obtained for the orbital gap (alpha / beta) is 0.1126 / 0.2795 Ha. Its spin multiplicity is 6. Its largest force on an atom is 6.33 eV/A.